{
  "formula": "C5H6O",
  "method": "ωB97M-V/def2-TZVPD",
  "elements": ["C", "C", "C", "C", "C", "O", "H", "H", "H", "H", "H", "H"],
  "coordinates": [[-1.9436, 0.7719, 0.9797], [-1.3954, 0.6879, -0.1036], [-0.3603, 0.5527, -1.1095], [0.8646, 0.0468, -0.3435], [0.7992, -1.1920, 0.5253], [1.8894, 0.6817, -0.4145], [-1.6112, 1.5183, 1.6611], [-0.6352, -0.1392, -1.9075], [-0.0670, 1.5226, -1.5470], [1.8063, -1.6097, 0.4738], [0.0462, -1.9223, 0.2149], [0.6070, -0.9189, 1.5708]],
  "forces_ev_per_a": [[0.7351, 0.5143, -1.0270], [-0.1368, -0.0765, 0.1089], [0.1234, -0.2164, -0.1543], [0.5758, 0.1309, -0.0359], [0.1157, -0.0292, -0.0832], [-0.1128, -0.0761, -0.0286], [-0.8273, 0.1417, 1.3544], [0.0138, -0.0376, -0.0496], [-0.3740, -0.3850, 0.1191], [-0.1771, -0.1818, 0.0897], [0.0997, 0.1819, 0.0126], [-0.0356, 0.0337, -0.3059]],
  "fmax_ev_per_a": 1.59,
  "smiles": "C#CCC(C)=O",
  "gap_ev": 10.60,
  "e_homo_ha": -0.360,
  "relative_energy_ev": 2.6832,
  "total_energy_ev": -7326.6014
}

***

{
  "formula": "C5H6O",
  "method": "ωB97M-V/def2-TZVPD",
  "elements": ["C", "C", "C", "C", "C", "O", "H", "H", "H", "H", "H", "H"],
  "coordinates": [[1.0770, -1.1859, -1.6680], [1.2236, -0.6369, -0.4933], [0.9963, -0.1111, 0.6770], [-0.4997, -0.1039, 0.9379], [-1.2192, 1.1824, 0.6018], [-1.0813, -1.1031, 1.2887], [0.9283, -0.5762, -2.5544], [1.0467, -2.2664, -1.7641], [1.7265, 0.3017, 1.3686], [-2.2255, 0.9510, 0.2451], [-0.6724, 1.7593, -0.1489], [-1.3004, 1.7892, 1.5097]],
  "forces_ev_per_a": [[0.0757, 0.0353, 0.1117], [-0.1388, -0.0468, -0.0621], [0.0522, -0.1817, -0.2359], [-0.2887, -0.1800, 0.1256], [-0.0864, 0.0640, 0.0213], [0.2115, 0.4691, 0.0149], [0.1433, -0.0870, 0.0635], [0.1550, 0.0921, -0.0687], [-0.1403, -0.0924, -0.1614], [0.1051, 0.0450, 0.1227], [-0.0916, -0.0917, 0.1423], [0.0029, -0.0258, -0.0738]],
  "fmax_ev_per_a": 0.51,
  "smiles": "C=C=CC(C)=O",
  "gap_ev": 10.44,
  "e_homo_ha": -0.349,
  "relative_energy_ev": 1.7967,
  "total_energy_ev": -7327.4878
}

***

{
  "formula": "C5H6O",
  "method": "ωB97M-V/def2-TZVPD",
  "elements": ["C", "C", "C", "C", "C", "O", "H", "H", "H", "H", "H", "H"],
  "coordinates": [[-2.5391, -0.0317, 0.9660], [-0.7436, 0.2372, -0.3701], [0.4306, 1.1093, -0.1727], [0.1658, -0.9840, -0.2526], [1.3371, -0.1002, 0.0986], [-3.5547, -0.0240, 0.4171], [0.3509, 1.4090, -1.2683], [0.6589, 1.9318, 0.4264], [-0.3470, -1.3698, 0.6358], [0.2801, -1.7400, -1.0503], [2.1404, -0.3136, -0.6149], [1.8208, -0.1238, 1.1852]],
  "forces_ev_per_a": [[-2.1992, 0.0818, -1.1682], [-0.8999, -0.0731, -0.8288], [0.9623, -1.7877, -0.7381], [-0.9453, 0.3048, 0.5220], [2.4479, -0.1624, 0.9485], [1.9032, -0.0358, 1.3297], [0.5590, -0.1843, 0.5888], [-0.6944, 1.7857, 0.7662], [0.2562, -0.7092, 0.0251], [-0.4057, 0.3629, 0.5116], [0.2681, 0.5561, 0.2384], [-1.2522, -0.1388, -2.1953]],
  "fmax_ev_per_a": 2.63,
  "gap_ev": 8.13,
  "e_homo_ha": -0.297,
  "relative_energy_ev": 5.2402,
  "total_energy_ev": -7324.0443
}

***

> Which formula does entry 2 have?

C5H6O